Here is 2 unconnected molecules or ions with the total composition C3H11NO3 at a distorted geometry from OMol25. Energies are from ωB97M-V/def2-TZVPD.

Geometry as XYZ:
```
18
Properties=species:S:1:pos:R:3:forces:R:3:nbo_charge:R:1
O 0.501 0.742 -2.885 -0.565 0.014 0.143 -0.444
O 0.286 0.865 -1.483 -2.279 0.383 1.286 -0.352
O -0.676 -1.060 -0.025 0.537 -0.204 0.015 -0.769
N 1.237 -1.884 1.152 0.223 -0.032 0.081 -0.847
C 0.021 -1.116 1.226 -0.012 0.008 -0.414 0.238
C -1.337 1.226 -1.199 2.313 1.013 -2.121 -0.257
C 0.331 0.285 1.745 -0.063 -0.245 0.025 -0.643
H -0.661 -1.633 1.907 0.030 0.064 -0.047 0.163
H -0.594 0.832 1.921 0.025 0.044 -0.018 0.205
H 1.054 -2.815 0.796 -0.019 0.096 -0.029 0.365
H -1.275 2.298 -1.373 -0.296 -0.037 -0.453 0.182
H -1.811 0.669 -2.009 -0.081 0.186 0.358 0.210
H -0.070 -0.634 -0.689 -0.587 -0.454 0.776 0.481
H -1.793 1.109 -0.220 0.999 -0.887 0.078 0.225
H 0.886 0.216 2.681 -0.018 0.054 -0.020 0.222
H 1.905 -1.434 0.530 -0.072 -0.080 0.093 0.350
H 0.931 0.830 1.012 0.001 0.001 0.040 0.207
H 1.064 1.503 -3.087 -0.135 0.076 0.208 0.462
```
Forces are in eV/Å.

## Properties
Structure (SMILES)   C[C@H](N)O.COO
Highest occupied orbital energy   -9.22 eV
E_LUMO   0.7 eV
Energy relative to the best compared isomer or geometry (same formula, charge and spin)   118.2 kcal/mol